(1)
{"formula": "C37H48Cl5GeN5O2RuSSe", "method": "wB97M-V/def2-TZVPD", "e_homo_ev": [-3.9, -5.7], "e_above_lowest_kcal_mol": 0.49, "spin_multiplicity": 6, "total_charge": -1, "gap_ev": [6.264, 6.356], "species": ["Ru", "N", "C", "C", "C", "C", "C", "C", "S", "O", "O", "N", "C", "N", "C", "C", "C", "N", "H", "H", "H", "H", "H", "H", "H", "H", "H", "C", "C", "C", "C", "Ge", "C", "C", "C", "C", "H", "H", "H", "H", "H", "H", "H", "H", "H", "H", "H", "H", "H", "H", "H", "H", "H", "H", "H", "C", "C", "C", "C", "N", "H", "H", "H", "H", "H", "H", "H", "H", "H", "Cl", "C", "C", "C", "Cl", "C", "Cl", "C", "Cl", "C", "Cl", "C", "C", "C", "C", "C", "C", "Se", "C", "C", "C", "H", "H", "H", "H", "H", "H", "H", "H", "H", "H", "H"], "positions_angstrom": [[2.099, -0.429, 1.312], [-0.385, 5.684, -1.385], [-0.268, 4.797, -0.311], [-0.123, 3.431, -0.532], [-0.049, 2.543, 0.530], [-0.125, 3.009, 1.829], [-0.278, 4.374, 2.058], [-0.346, 5.261, 1.002], [-0.170, 1.992, 3.280], [-1.556, 1.930, 3.694], [0.761, 2.552, 4.230], [0.345, 0.584, 2.683], [0.412, -0.474, 3.496], [-0.137, -0.567, 4.709], [0.038, -1.713, 5.338], [0.741, -2.800, 4.822], [1.298, -2.617, 3.567], [1.125, -1.478, 2.916], [0.024, 5.347, -2.243], [-0.085, 6.624, -1.179], [-0.073, 3.052, -1.545], [0.058, 1.484, 0.334], [-0.337, 4.740, 3.073], [-0.465, 6.320, 1.194], [-0.408, -1.781, 6.326], [0.863, -3.719, 5.373], [1.896, -3.369, 3.063], [-1.275, -0.788, -5.569], [-1.433, -0.429, -4.099], [-0.275, -0.933, -3.243], [-0.453, -0.667, -1.753], [0.937, -1.546, -0.630], [0.100, -3.249, -0.026], [-0.476, -4.126, -1.132], [0.584, -4.828, -1.973], [-0.020, -5.674, -3.083], [-2.088, -0.394, -6.179], [-1.251, -1.870, -5.707], [-0.340, -0.391, -5.968], [-2.370, -0.843, -3.713], [-1.518, 0.656, -3.988], [0.655, -0.463, -3.583], [-0.133, -2.003, -3.429], [-1.418, -1.056, -1.409], [-0.477, 0.411, -1.576], [2.018, -1.935, -1.690], [-0.688, -2.958, 0.673], [0.836, -3.814, 0.557], [-1.107, -3.524, -1.798], [-1.148, -4.887, -0.714], [1.203, -5.450, -1.318], [1.261, -4.084, -2.400], [-0.700, -6.427, -2.680], [0.743, -6.191, -3.666], [-0.597, -5.053, -3.772], [3.330, 1.912, -1.907], [3.934, 1.194, -0.696], [4.774, 0.000, -1.162], [4.802, 2.165, 0.116], [2.865, 0.737, 0.134], [4.120, 2.288, -2.563], [2.720, 2.751, -1.578], [2.701, 1.229, -2.480], [5.498, 0.323, -1.914], [4.138, -0.775, -1.590], [5.318, -0.437, -0.325], [5.083, 1.710, 1.065], [4.257, 3.084, 0.331], [5.714, 2.418, -0.430], [4.031, -3.044, 0.718], [4.726, -1.964, 1.912], [4.004, -0.837, 2.245], [4.533, -0.044, 3.253], [3.597, 1.333, 3.761], [5.754, -0.323, 3.866], [6.389, 0.702, 5.101], [6.472, -1.454, 3.472], [7.986, -1.824, 4.212], [5.949, -2.292, 2.491], [6.819, -3.711, 2.021], [-8.008, 1.984, -1.302], [-6.704, 1.512, -0.727], [-6.398, 0.160, -0.676], [-5.203, -0.299, -0.136], [-4.922, -1.772, -0.113], [-4.276, 0.637, 0.349], [-2.613, 0.071, 0.997], [-4.574, 2.022, 0.315], [-3.624, 3.062, 0.831], [-5.785, 2.425, -0.221], [-8.577, 1.154, -1.720], [-7.849, 2.717, -2.094], [-8.625, 2.462, -0.538], [-7.108, -0.561, -1.063], [-5.834, -2.336, -0.308], [-4.504, -2.079, 0.845], [-4.185, -2.043, -0.874], [-3.185, 2.790, 1.788], [-4.142, 4.016, 0.939], [-2.800, 3.200, 0.131], [-6.019, 3.483, -0.243]]}

***

(2)
{"formula": "C37H48N11PdS2", "method": "wB97M-V/def2-TZVPD", "e_homo_ev": [-15.5, -15.5], "spin_multiplicity": 1, "total_charge": 3, "gap_ev": [3.418, 3.400], "species": ["Pd", "C", "N", "C", "C", "N", "C", "C", "C", "C", "C", "C", "N", "C", "N", "C", "C", "N", "C", "C", "N", "C", "C", "H", "H", "H", "H", "H", "H", "H", "H", "H", "H", "H", "H", "H", "H", "H", "H", "H", "H", "H", "H", "H", "H", "H", "H", "H", "H", "H", "H", "S", "C", "C", "C", "N", "C", "C", "C", "C", "C", "N", "C", "C", "H", "H", "H", "H", "H", "H", "H", "H", "N", "C", "C", "C", "C", "C", "C", "C", "H", "H", "H", "H", "S", "C", "N", "C", "C", "C", "N", "H", "H", "H", "H", "H", "H", "H", "H"], "positions_angstrom": [[0.154, 0.576, 0.384], [-4.550, -0.567, 1.960], [-3.315, -1.065, 1.393], [-3.119, -0.866, -0.024], [-2.257, -1.392, 2.140], [-1.039, -1.225, 1.598], [0.051, -1.940, 1.901], [0.113, -3.236, 2.335], [1.426, -3.952, 2.351], [3.771, -2.809, 2.372], [3.639, -1.991, 1.335], [2.294, -1.658, 0.727], [2.304, -0.550, -0.193], [3.213, -0.166, -1.041], [4.271, -0.834, -1.563], [5.485, -0.116, -1.912], [4.355, -2.262, -1.786], [3.111, 1.155, -1.474], [3.009, 1.417, -2.896], [2.545, 2.121, -0.594], [-2.419, -1.783, 3.423], [-3.558, -2.566, 3.869], [-1.394, -1.580, 4.418], [-4.918, 0.242, 1.334], [-4.373, -0.172, 2.957], [-5.322, -1.335, 2.008], [-4.081, -0.886, -0.528], [-2.487, -1.653, -0.434], [-2.636, 0.107, -0.206], [-0.791, -3.816, 2.422], [1.292, -4.959, 2.745], [4.741, -3.057, 2.775], [4.503, -1.547, 0.871], [5.425, 0.923, -1.602], [5.673, -0.162, -2.986], [6.327, -0.587, -1.400], [3.429, -2.645, -2.207], [4.596, -2.826, -0.881], [5.148, -2.442, -2.510], [3.345, 0.555, -3.464], [3.618, 2.276, -3.174], [1.970, 1.623, -3.172], [3.151, 2.204, 0.312], [1.475, 1.817, -0.263], [2.489, 3.086, -1.093], [-4.032, -3.064, 3.028], [-4.297, -1.968, 4.404], [-3.189, -3.331, 4.554], [-0.742, -0.764, 4.119], [-0.794, -2.483, 4.572], [-1.872, -1.316, 5.360], [3.195, -4.439, 4.457], [2.570, -3.269, 3.165], [2.218, -1.950, 3.805], [1.689, -0.977, 3.076], [1.268, -1.191, 1.729], [1.884, -2.977, 0.102], [1.599, -4.037, 0.847], [1.699, -4.823, 5.377], [1.164, -3.944, 6.310], [0.050, -4.362, 7.033], [-0.494, -5.540, 6.835], [-0.002, -6.383, 5.961], [1.121, -6.073, 5.197], [2.555, -1.771, 4.811], [1.469, -0.001, 3.488], [1.865, -3.027, -0.973], [1.320, -4.972, 0.383], [1.601, -2.978, 6.508], [-0.403, -3.739, 7.793], [-0.504, -7.334, 5.871], [1.538, -6.799, 4.516], [-3.701, 4.318, -4.843], [-3.084, 3.741, -4.074], [-2.330, 3.030, -3.107], [-2.004, 1.691, -3.323], [-1.280, 1.003, -2.361], [-0.884, 1.642, -1.190], [-1.192, 2.986, -0.994], [-1.922, 3.683, -1.943], [-2.314, 1.198, -4.231], [-1.029, -0.037, -2.542], [-0.876, 3.511, -0.097], [-2.172, 4.722, -1.788], [-0.679, 1.740, 2.467], [-0.204, 3.208, 3.231], [-1.138, 4.090, 3.544], [-0.875, 5.263, 4.365], [0.308, 4.962, 5.277], [1.488, 4.513, 4.425], [1.062, 3.409, 3.573], [-2.089, 3.904, 3.261], [-1.770, 5.489, 4.945], [-0.657, 6.121, 3.721], [0.035, 4.169, 5.975], [0.574, 5.846, 5.852], [2.310, 4.166, 5.054], [1.852, 5.338, 3.805], [1.750, 2.730, 3.285]]}

***

(3)
{"formula": "C37H48N4PS5Zr", "method": "wB97M-V/def2-TZVPD", "e_homo_ev": -10.0, "e_above_lowest_kcal_mol": 23.84, "spin_multiplicity": 1, "total_charge": 1, "gap_ev": 6.963, "species": ["Zr", "S", "C", "C", "C", "C", "C", "C", "S", "C", "C", "C", "C", "C", "C", "C", "S", "C", "C", "C", "C", "C", "C", "S", "N", "H", "H", "H", "H", "H", "H", "H", "H", "H", "H", "H", "H", "H", "H", "H", "N", "C", "S", "C", "C", "C", "N", "C", "C", "H", "H", "H", "H", "H", "H", "C", "C", "C", "C", "P", "N", "C", "C", "C", "C", "C", "C", "C", "C", "H", "H", "H", "H", "H", "H", "H", "H", "H", "H", "H", "H", "H", "H", "H", "H", "H", "H", "H", "H", "H", "H", "H", "H", "H", "H", "H"], "positions_angstrom": [[0.338, -0.414, 0.436], [2.449, -1.791, 0.080], [2.143, -2.772, 1.503], [3.197, -3.058, 2.378], [3.000, -3.833, 3.503], [1.751, -4.377, 3.760], [0.704, -4.146, 2.885], [0.883, -3.323, 1.781], [-0.430, -3.051, 0.584], [-1.912, -2.951, 1.644], [-2.718, -1.683, 1.550], [-3.960, -1.696, 2.180], [-4.660, -0.515, 2.315], [-4.113, 0.637, 1.776], [-2.923, 0.550, 1.071], [-2.427, 1.779, 0.376], [-0.663, 2.136, 0.652], [-0.682, 2.394, 2.428], [-0.901, 3.709, 2.829], [-0.940, 4.042, 4.168], [-0.748, 3.043, 5.115], [-0.518, 1.743, 4.722], [-0.481, 1.375, 3.370], [-0.185, -0.308, 3.024], [-2.216, -0.587, 0.978], [4.175, -2.663, 2.142], [3.824, -4.024, 4.175], [1.595, -5.005, 4.625], [-0.249, -4.622, 3.065], [-2.542, -3.807, 1.399], [-1.575, -3.052, 2.678], [-4.352, -2.621, 2.577], [-5.607, -0.482, 2.834], [-4.606, 1.591, 1.887], [-2.522, 1.665, -0.704], [-2.998, 2.650, 0.699], [-1.036, 4.465, 2.067], [-1.114, 5.064, 4.472], [-0.776, 3.283, 6.168], [-0.366, 0.960, 5.453], [3.781, 3.147, 5.673], [3.559, 3.633, 4.443], [3.786, 5.235, 4.129], [3.113, 2.698, 3.391], [2.738, 3.185, 2.136], [2.267, 2.312, 1.180], [2.129, 0.993, 1.376], [2.580, 0.516, 2.544], [3.068, 1.316, 3.563], [4.083, 3.794, 6.384], [3.592, 2.195, 5.935], [2.815, 4.240, 1.924], [1.986, 2.684, 0.201], [2.593, -0.558, 2.665], [3.407, 0.831, 4.465], [0.634, -3.074, -2.802], [0.833, -1.808, -3.642], [2.304, -1.410, -3.483], [0.573, -2.115, -5.116], [-0.294, -0.434, -2.913], [-0.405, -0.452, -1.350], [-2.068, -0.677, -3.598], [-2.258, -0.305, -5.065], [-2.456, -2.140, -3.357], [-3.033, 0.132, -2.726], [0.412, 1.277, -3.461], [-0.642, 2.344, -3.149], [0.784, 1.393, -4.937], [1.631, 1.577, -2.573], [1.185, -3.894, -3.264], [-0.404, -3.376, -2.711], [1.034, -2.921, -1.803], [2.922, -2.285, -3.686], [2.516, -1.090, -2.464], [2.606, -0.634, -4.181], [1.338, -2.812, -5.463], [0.636, -1.224, -5.737], [-0.391, -2.590, -5.277], [-1.537, -0.796, -5.710], [-2.185, 0.770, -5.216], [-3.255, -0.614, -5.384], [-1.940, -2.831, -4.017], [-3.526, -2.258, -3.533], [-2.254, -2.408, -2.317], [-2.908, 1.205, -2.833], [-2.897, -0.159, -1.684], [-4.057, -0.105, -3.017], [-1.500, 2.273, -3.812], [-0.207, 3.334, -3.290], [-0.964, 2.265, -2.111], [-0.078, 1.225, -5.579], [1.568, 0.700, -5.226], [1.150, 2.402, -5.129], [1.479, 1.172, -1.562], [1.769, 2.656, -2.497], [2.548, 1.161, -2.979]]}